Formula: C45H90Cl2O29
Source: OMol25
Level of theory: wB97M-V/def2-TZVPD

Cartesian coordinates (Å):
C  -1.46  -5.81  -6.09
C  -0.84  -6.35  -4.79
O  0.23  -7.17  -5.16
C  0.10  -8.47  -5.43
O  -0.96  -9.07  -5.50
O  1.34  -9.01  -5.62
C  1.29  -10.44  -5.96
H  -1.65  -6.55  -6.86
H  -0.75  -5.14  -6.58
H  -2.33  -5.29  -5.70
H  -1.44  -6.87  -4.05
H  -0.49  -5.47  -4.25
H  0.94  -10.71  -6.95
H  0.73  -11.06  -5.26
H  2.30  -10.80  -5.77
C  1.62  0.24  -0.42
C  0.16  0.09  0.03
O  -0.69  0.24  -1.11
C  -1.81  -0.35  -1.16
O  -2.17  -1.20  -0.35
O  -2.49  0.15  -2.25
C  -3.53  -0.66  -2.82
H  1.83  -0.29  -1.35
H  2.23  -0.25  0.34
H  1.93  1.24  -0.70
H  -0.10  0.89  0.72
H  0.12  -0.89  0.51
H  -3.35  -1.73  -2.84
H  -3.97  -0.36  -3.77
H  -4.37  -0.46  -2.15
C  5.92  3.04  9.75
C  6.21  4.18  8.76
O  5.07  4.35  7.92
C  5.12  3.75  6.74
O  5.93  2.86  6.37
O  4.00  4.13  6.08
C  3.48  3.48  4.91
H  6.83  2.73  10.26
H  5.57  2.16  9.20
H  5.25  3.37  10.53
H  7.13  3.98  8.19
H  6.37  5.11  9.30
H  2.42  3.31  5.02
H  4.05  2.58  4.68
H  3.48  4.07  3.99
C  5.17  -6.18  1.97
C  4.07  -5.84  1.09
O  3.03  -5.37  1.88
C  1.80  -5.62  1.59
O  1.41  -6.08  0.56
O  1.05  -5.43  2.66
C  -0.31  -5.71  2.60
H  6.00  -6.58  1.39
H  4.70  -6.89  2.65
H  5.58  -5.37  2.57
H  3.83  -6.75  0.53
H  4.38  -5.12  0.33
H  -0.87  -4.85  2.22
H  -0.80  -5.91  3.55
H  -0.66  -6.58  2.05
C  -10.88  -3.42  -1.00
C  -9.71  -2.76  -0.28
O  -9.68  -1.37  -0.57
C  -9.79  -0.43  0.43
O  -9.74  -0.60  1.65
O  -9.90  0.81  -0.16
C  -10.32  1.89  0.64
H  -10.75  -3.38  -2.08
H  -11.82  -2.88  -0.89
H  -10.99  -4.44  -0.64
H  -8.70  -3.12  -0.48
H  -9.98  -2.79  0.77
H  -11.15  1.63  1.29
H  -10.56  2.54  -0.21
H  -9.44  2.36  1.07
C  -10.40  3.42  -11.87
C  -10.73  1.91  -11.84
O  -10.92  1.35  -10.52
C  -9.94  1.15  -9.68
O  -8.74  1.27  -9.93
O  -10.56  0.69  -8.51
C  -9.82  0.55  -7.34
H  -10.69  4.03  -12.73
H  -9.34  3.54  -11.64
H  -10.71  3.90  -10.95
H  -9.88  1.43  -12.32
H  -11.72  1.82  -12.29
H  -9.51  1.55  -7.03
H  -8.92  -0.07  -7.35
H  -10.51  0.30  -6.54
C  9.60  -1.20  0.83
C  10.69  -2.11  1.54
O  11.89  -1.30  1.68
C  13.18  -1.92  1.74
O  13.44  -3.10  1.70
O  14.11  -1.07  1.92
C  15.46  -1.35  2.42
H  9.94  -0.72  -0.09
H  9.33  -0.38  1.48
H  8.65  -1.69  0.60
H  10.95  -2.91  0.84
H  10.14  -2.59  2.35
H  15.46  -2.39  2.72
H  15.83  -0.59  3.11
H  16.14  -1.39  1.58
C  3.87  -1.77  6.32
C  2.50  -2.11  7.04
O  1.81  -0.97  7.49
C  0.95  -0.33  6.61
C  0.28  0.93  7.24
O  0.76  -0.74  5.44
H  3.81  -1.01  5.54
H  4.40  -2.67  6.01
H  4.45  -1.26  7.09
H  1.90  -2.87  6.54
H  2.65  -2.67  7.97
H  -0.06  1.70  6.54
H  1.14  1.32  7.78
H  -0.45  0.61  7.98
C  -3.61  5.45  -1.08
C  -2.39  4.98  -0.25
O  -2.12  6.06  0.59
C  -1.77  5.78  1.90
C  -1.31  6.99  2.59
O  -1.83  4.70  2.50
H  -4.47  5.82  -0.51
H  -4.01  4.58  -1.61
H  -3.36  6.16  -1.87
H  -2.69  4.04  0.22
H  -1.59  4.63  -0.89
H  -2.11  7.73  2.68
H  -0.52  7.45  1.99
H  -1.07  6.87  3.65
C  8.82  3.95  -2.77
C  9.06  5.13  -3.70
O  10.37  5.20  -4.31
C  11.34  5.99  -3.82
C  12.67  5.70  -4.48
O  11.24  6.95  -3.04
H  7.77  4.00  -2.49
H  9.33  3.82  -1.82
H  8.98  3.03  -3.35
H  8.29  5.22  -4.46
H  8.80  6.01  -3.11
H  13.13  6.64  -4.81
H  12.46  5.01  -5.30
H  13.40  5.18  -3.87
C  -5.72  1.15  3.71
C  -5.37  1.29  5.14
O  -6.54  0.99  5.89
C  -7.70  1.69  5.86
C  -8.80  0.89  6.50
O  -7.82  2.90  5.74
H  -6.32  2.00  3.38
H  -6.28  0.22  3.62
H  -4.83  1.09  3.08
H  -4.54  0.62  5.39
H  -5.04  2.32  5.27
H  -8.31  0.25  7.24
H  -9.16  0.30  5.66
H  -9.62  1.46  6.94
Cl  -3.46  3.54  -6.73
C  -4.41  2.40  -7.77
Cl  -3.41  1.29  -8.73
H  -5.24  1.93  -7.25
H  -4.88  2.98  -8.56

Calculated values
2S+1	1
SMILES	CCOC(=O)OC.CCOC(=O)OC.CCOC(=O)OC.CCOC(=O)OC.CCOC(=O)OC.CCOC(=O)OC.CCOC(=O)OC.CCOC(C)=O.CCOC(C)=O.CCOC(C)=O.CCOC(C)=O.ClCCl
charge	0

=====

Formula: C45H90Cl9N9O12
Source: OMol25
Level of theory: wB97M-V/def2-TZVPD

Cartesian coordinates (Å):
C  11.12  18.26  19.29
C  11.76  17.04  18.89
N  12.34  16.13  18.41
H  11.04  19.01  18.50
H  11.72  18.73  20.04
H  10.08  18.11  19.65
C  15.22  18.35  16.85
C  14.53  19.58  16.67
N  14.11  20.64  16.53
H  14.55  17.52  16.80
H  15.82  18.41  17.74
H  15.84  18.23  15.96
C  12.37  20.41  14.10
C  11.13  19.91  13.61
N  10.12  19.69  13.19
H  12.35  20.92  15.05
H  12.79  21.14  13.40
H  13.19  19.68  14.13
C  14.92  14.90  16.22
C  15.55  14.09  15.18
N  15.86  13.38  14.35
H  14.50  14.15  16.94
H  14.16  15.47  15.72
H  15.63  15.57  16.73
C  14.88  12.81  19.63
C  15.44  12.30  18.40
N  15.81  11.85  17.41
H  15.63  13.28  20.27
H  14.45  11.99  20.14
H  14.06  13.49  19.47
C  18.72  17.90  10.81
C  18.51  18.30  12.22
N  18.40  18.52  13.33
H  19.62  18.38  10.40
H  17.81  18.22  10.27
H  18.76  16.80  10.77
C  15.64  12.12  10.89
C  15.49  11.09  9.90
N  15.38  10.28  9.11
H  16.29  11.82  11.74
H  14.68  12.31  11.32
H  15.97  13.05  10.43
C  11.48  9.88  11.94
C  12.10  11.22  11.98
N  12.47  12.30  11.87
H  12.03  9.13  12.48
H  11.25  9.60  10.93
H  10.60  10.01  12.57
C  14.94  15.25  12.01
C  14.68  16.35  12.90
N  14.45  17.21  13.61
H  15.83  14.73  12.30
H  14.86  15.47  10.91
H  14.16  14.55  12.23
C  11.92  17.91  10.77
O  12.26  16.54  10.36
C  11.28  15.96  9.48
C  11.66  14.56  9.24
O  12.62  14.54  8.20
C  13.57  13.51  8.37
H  11.77  18.55  9.88
H  12.79  18.23  11.39
H  10.97  17.85  11.38
H  11.27  16.52  8.56
H  10.32  16.19  10.03
H  10.78  14.00  8.92
H  11.96  14.03  10.15
H  13.13  12.46  8.29
H  14.03  13.56  9.36
H  14.37  13.66  7.67
C  8.23  13.26  18.34
O  9.64  12.92  18.23
C  10.26  13.67  17.16
C  11.62  13.02  16.90
O  11.44  11.78  16.15
C  12.60  11.54  15.42
H  8.07  14.32  18.61
H  7.87  12.60  19.09
H  7.63  13.03  17.41
H  10.31  14.70  17.50
H  9.64  13.75  16.24
H  12.08  12.94  17.89
H  12.29  13.61  16.32
H  12.82  12.40  14.73
H  12.50  10.65  14.81
H  13.51  11.43  16.06
C  13.98  21.88  10.62
O  15.32  21.49  10.64
C  15.77  20.74  11.76
C  16.35  21.64  12.87
O  15.28  22.33  13.63
C  15.72  22.93  14.80
H  13.69  22.26  9.63
H  13.82  22.70  11.36
H  13.32  21.02  10.94
H  16.58  20.11  11.36
H  15.00  20.08  12.16
H  17.01  22.42  12.50
H  16.94  21.05  13.61
H  14.86  23.08  15.48
H  16.20  23.91  14.63
H  16.43  22.32  15.36
C  11.72  10.15  19.05
O  12.45  10.42  20.28
C  11.67  10.59  21.45
C  10.70  11.77  21.46
O  11.41  12.95  21.79
C  10.65  14.18  21.72
H  11.42  9.08  19.11
H  12.39  10.30  18.19
H  10.89  10.84  18.88
H  12.38  10.76  22.27
H  11.12  9.64  21.74
H  9.87  11.64  22.15
H  10.14  11.88  20.47
H  10.19  14.28  20.70
H  11.33  14.98  21.92
H  9.89  14.07  22.46
C  7.88  12.82  10.08
O  7.46  12.51  11.38
C  8.45  12.92  12.29
C  8.44  12.07  13.55
O  8.48  10.66  13.35
C  7.99  10.05  14.52
H  7.92  13.90  9.92
H  7.16  12.42  9.34
H  8.87  12.35  9.86
H  8.33  13.97  12.64
H  9.40  12.98  11.80
H  7.48  12.28  14.03
H  9.22  12.32  14.23
H  8.52  10.31  15.43
H  8.11  8.95  14.41
H  6.94  10.29  14.72
C  15.17  19.79  20.24
O  14.66  18.56  19.89
C  14.95  17.45  20.76
C  16.48  17.11  20.74
O  16.84  16.68  19.45
C  18.25  16.37  19.38
H  16.13  20.00  19.69
H  15.28  19.91  21.32
H  14.46  20.54  19.86
H  14.43  16.64  20.30
H  14.66  17.58  21.82
H  16.60  16.42  21.57
H  17.05  18.01  20.95
H  18.51  15.55  20.06
H  18.91  17.21  19.67
H  18.58  16.09  18.35
C  19.22  13.87  15.37
Cl  19.70  13.50  13.67
Cl  18.85  15.59  15.47
Cl  20.44  13.40  16.56
H  18.21  13.42  15.57
C  10.95  16.26  13.76
Cl  11.45  16.22  15.44
Cl  9.22  16.73  13.49
Cl  11.34  14.66  13.13
H  11.54  16.92  13.18
C  15.77  10.09  14.77
Cl  15.69  8.75  15.93
Cl  15.04  9.65  13.21
Cl  17.42  10.48  14.53
H  15.22  10.97  15.13

Calculated values
2S+1	1
charge	0

=====

Formula: C45H90I3NO21PS
Source: OMol25
Level of theory: wB97M-V/def2-TZVPD

Cartesian coordinates (Å):
C  -1.20  -3.38  3.14
C  -1.26  -3.99  1.71
C  -2.67  -3.89  1.06
C  -2.60  -3.14  -0.28
C  -3.94  -2.50  -0.75
C  -3.69  -1.09  -1.35
C  -3.72  0.12  -0.41
O  -2.94  1.15  -0.98
C  -1.53  0.99  -0.94
C  -0.79  1.80  0.14
N  0.26  2.71  -0.39
C  1.58  2.28  0.11
C  2.73  3.17  -0.41
C  3.74  3.33  0.75
O  3.40  2.40  -1.43
C  -5.17  0.72  -0.44
C  -6.30  -0.34  -0.50
O  -6.62  -1.04  0.48
O  -6.85  -0.40  -1.63
C  -5.44  1.91  0.59
P  -4.71  3.48  -0.12
O  -3.32  3.77  0.31
C  -6.99  1.95  0.72
I  -7.92  1.15  2.48
C  -7.82  2.40  -0.23
C  -7.38  2.89  -1.58
I  -9.94  2.45  -0.03
C  -4.81  1.74  1.99
C  -4.66  2.97  2.94
C  -5.67  4.10  2.99
O  -6.81  4.10  3.30
I  -4.83  6.12  2.55
O  -3.43  1.26  1.95
S  -3.33  -0.21  1.33
O  -1.97  -0.63  1.52
O  -4.22  -1.12  1.96
H  -0.44  -2.60  3.21
H  -2.15  -2.89  3.32
H  -1.05  -4.14  3.90
H  -0.49  -3.55  1.07
H  -0.97  -5.04  1.82
H  -3.40  -3.49  1.76
H  -2.94  -4.92  0.81
H  -2.29  -3.87  -1.03
H  -1.80  -2.39  -0.29
H  -4.27  -3.11  -1.60
H  -4.73  -2.54  -0.01
H  -4.43  -0.95  -2.14
H  -2.75  -1.18  -1.90
H  -1.20  -0.05  -0.87
H  -1.15  1.33  -1.91
H  -0.28  1.08  0.79
H  -1.44  2.38  0.79
H  0.35  2.61  -1.40
H  1.55  2.38  1.20
H  1.81  1.24  -0.15
H  2.39  4.13  -0.79
H  4.55  4.01  0.50
H  3.15  3.67  1.61
H  4.13  2.34  1.00
H  4.33  2.40  -1.22
H  -5.18  1.19  -1.41
H  -5.65  4.52  0.07
H  -4.69  3.25  -1.52
H  -6.91  3.87  -1.53
H  -6.78  2.16  -2.13
H  -8.26  3.05  -2.21
H  -5.31  0.97  2.57
H  -4.60  2.57  3.95
H  -3.68  3.40  2.76
C  -6.78  -0.28  -7.12
O  -5.37  -0.24  -7.08
C  -4.88  -0.04  -5.76
C  -3.47  -0.55  -5.62
O  -3.38  -1.97  -5.49
C  -3.61  -2.74  -6.66
C  -2.48  -2.69  -7.66
O  -2.55  -1.50  -8.43
C  -1.31  -1.18  -9.02
H  -7.21  0.67  -6.77
H  -7.07  -0.44  -8.16
H  -7.16  -1.11  -6.52
H  -5.53  -0.56  -5.03
H  -4.90  1.03  -5.54
H  -3.06  -0.15  -4.69
H  -2.83  -0.20  -6.43
H  -4.57  -2.49  -7.12
H  -3.69  -3.77  -6.30
H  -2.56  -3.54  -8.34
H  -1.52  -2.74  -7.12
H  -0.55  -1.00  -8.25
H  -1.44  -0.26  -9.58
H  -0.98  -1.97  -9.70
C  3.57  -10.42  2.22
O  2.26  -10.19  2.67
C  2.04  -8.83  3.03
C  0.56  -8.49  2.96
O  0.09  -8.26  1.64
C  -0.07  -9.40  0.81
C  -1.26  -10.26  1.18
O  -0.94  -11.10  2.28
C  -2.10  -11.56  2.95
H  4.30  -10.18  3.00
H  3.66  -11.47  1.96
H  3.78  -9.82  1.33
H  2.59  -8.17  2.36
H  2.39  -8.69  4.06
H  0.42  -7.54  3.48
H  -0.05  -9.24  3.47
H  0.85  -9.98  0.75
H  -0.26  -8.99  -0.19
H  -1.53  -10.90  0.33
H  -2.11  -9.61  1.43
H  -2.66  -10.72  3.36
H  -1.77  -12.19  3.77
H  -2.73  -12.14  2.27
C  11.91  0.72  0.20
O  10.64  0.70  0.80
C  10.18  2.01  1.13
C  8.67  2.04  1.23
O  8.02  2.10  -0.03
C  8.01  0.88  -0.78
C  7.08  -0.17  -0.21
O  7.70  -0.84  0.87
C  6.76  -1.47  1.72
H  12.66  1.14  0.88
H  12.18  -0.31  -0.03
H  11.89  1.29  -0.74
H  10.51  2.73  0.37
H  10.62  2.28  2.10
H  8.40  2.97  1.73
H  8.29  1.22  1.84
H  9.01  0.50  -0.92
H  7.63  1.17  -1.76
H  6.85  -0.92  -0.98
H  6.15  0.31  0.11
H  6.08  -0.73  2.16
H  7.30  -1.95  2.52
H  6.18  -2.22  1.17
C  5.48  9.52  4.49
O  4.55  9.26  3.47
C  5.00  8.25  2.58
C  3.83  7.60  1.87
O  3.15  6.64  2.67
C  2.31  7.14  3.70
C  1.03  7.78  3.20
O  1.28  9.10  2.75
C  0.27  9.55  1.87
H  6.43  9.88  4.08
H  5.06  10.29  5.14
H  5.65  8.62  5.10
H  5.57  7.49  3.12
H  5.65  8.73  1.83
H  4.23  7.03  1.03
H  3.14  8.34  1.47
H  2.86  7.81  4.36
H  2.03  6.26  4.29
H  0.31  7.83  4.03
H  0.62  7.17  2.39
H  0.23  8.92  0.98
H  0.53  10.57  1.56
H  -0.70  9.57  2.36

Calculated values
2S+1	1
charge	-1

=====

no.,F_max (hartree/bohr),gap between HOMO and LUMO (hartree)
1,0.0854,0.372
2,0.0817,0.357
3,0.0449,0.263